This record from the Open Molecules 2025 dataset describes a structure of composition C2HAgF6NO5S2. The level of theory is wB97M-V/def2-TZVPD.

Values from the calculation:
E_tot in eV: -55784.2960
2S+1: 2
Expectation value of S²: 0.773
Total charge: 0

```
18
C2HAgF6NO5S2 (wB97M-V/def2-TZVPD)
Ag 1.24 1.95 -0.56
N -0.55 -1.12 -1.44
S 0.79 -1.28 -0.64
O 1.55 -2.43 -1.08
O 1.57 -0.01 -0.49
C 0.28 -1.64 1.12
F -0.38 -2.78 1.15
F -0.49 -0.66 1.56
F 1.36 -1.73 1.87
S -1.30 0.30 -1.71
O -2.75 0.11 -1.63
C -0.94 0.48 -3.54
F 0.36 0.64 -3.72
F -1.35 -0.59 -4.19
F -1.59 1.54 -3.98
O 0.37 3.64 -0.06
H 0.19 4.36 -0.66
O -0.69 2.14 -0.89
```

Atomic partial charges in e from the Löwdin method, atoms 1 to 5:
1 Ag 1.02
2 N -0.33
3 S 0.66
4 O -0.24
5 O -0.47



This record from the Open Molecules 2025 dataset describes a structure of composition C2HBr2Cl3. The level of theory is wB97M-V/def2-TZVPD.

Values from the calculation:
E_tot in eV: -179738.9986
2S+1: 1
Total charge: 0

```
8
C2HBr2Cl3 (wB97M-V/def2-TZVPD)
C -0.59 0.56 0.72
C -0.90 -0.47 -0.34
Cl 0.30 -0.62 -1.58
Cl -2.36 -0.23 -1.05
Cl -0.87 -2.12 0.63
Br 4.48 1.05 -1.09
Br 1.02 0.38 1.66
H -1.07 1.45 1.05
```

Atomic partial charges in e from the Löwdin method, atoms 1 to 5:
1 C -0.68
2 C -1.76
3 Cl 0.60
4 Cl 0.69
5 Cl 0.44



This record from the Open Molecules 2025 dataset describes a cluster of 2 separate species, C2HBr2ClF2 in total. The level of theory is wB97M-V/def2-TZVPD.

Values from the calculation:
E_tot in eV: -160128.3145
2S+1: 1
Total charge: 0

```
8
C2HBr2ClF2 (wB97M-V/def2-TZVPD)
C 0.01 0.26 1.61
C -0.05 -0.17 -1.39
F 0.30 1.48 1.36
F -1.34 0.05 -1.12
Cl 1.30 -0.55 2.25
Br 0.12 -2.04 -1.72
Br 0.70 1.10 -2.52
H -1.03 -0.14 1.53
```

Atomic partial charges in e from the Löwdin method, atoms 1 to 5:
1 C -0.76
2 C -1.28
3 F -0.01
4 F -0.14
5 Cl 0.70



This record from the Open Molecules 2025 dataset describes a structure of composition C2HBr2ClOS. The level of theory is wB97M-V/def2-TZVPD.

Values from the calculation:
E_tot in eV: -167577.2308
2S+1: 1
Total charge: 0

```
8
C2HBr2ClOS (wB97M-V/def2-TZVPD)
C -1.50 -0.57 0.59
C 0.77 0.53 -0.48
O -0.27 0.72 0.22
S -2.61 -0.02 1.56
Cl -0.84 -1.98 0.07
Br 1.79 2.11 -1.01
Br 1.99 -0.93 0.50
H 0.67 0.13 -1.45
```

Atomic partial charges in e from the Löwdin method, atoms 1 to 5:
1 C -1.14
2 C -1.18
3 O -0.32
4 S 0.83
5 Cl 0.75



This record from the Open Molecules 2025 dataset describes a structure of composition C2HBr2FO. The level of theory is wB97M-V/def2-TZVPD.

Values from the calculation:
E_tot in eV: -146939.1186
2S+1: 1
Total charge: 0

```
7
C2HBr2FO (wB97M-V/def2-TZVPD)
C 2.30 0.84 0.15
C -1.01 0.05 0.10
O 2.85 0.73 1.13
F -0.20 -0.19 1.17
Br -1.59 1.82 0.01
Br -2.64 -1.05 0.15
H -0.28 -0.14 -0.65
```

Atomic partial charges in e from the Löwdin method, atoms 1 to 5:
1 C 0.01
2 C -1.23
3 O 0.04
4 F -0.15
5 Br 0.68



This record from the Open Molecules 2025 dataset describes an isolated molecule of C2HBr2FO. The level of theory is wB97M-V/def2-TZVPD.

Values from the calculation:
E_tot in eV: -146938.5682
SMILES: O=CC(F)(Br)Br
2S+1: 1
Total charge: 0

```
7
C2HBr2FO (wB97M-V/def2-TZVPD)
O 1.12 0.93 1.00
C 0.21 0.63 0.35
C -1.32 1.38 0.41
F -1.29 2.35 1.27
Br -1.18 2.26 -1.46
Br -2.81 0.26 0.73
H 0.14 -0.07 -0.63
```

Atomic partial charges in e from the Löwdin method, atoms 1 to 5:
1 O 0.11
2 C -0.34
3 C -1.23
4 F -0.04
5 Br 0.61



This record from the Open Molecules 2025 dataset describes a structure of composition C2HBr2NO3P. The level of theory is wB97M-V/def2-TZVPD.

Values from the calculation:
E_tot in eV: -159097.6827
2S+1: 1
Total charge: -1

```
10
C2HBr2NO3P (wB97M-V/def2-TZVPD)
C -2.09 0.59 -0.76
C 1.10 -2.19 0.71
N -2.72 -0.25 -1.23
O 0.40 0.96 -1.92
O 0.73 2.84 -0.13
O -1.44 1.52 -0.21
P 0.19 1.57 -0.61
Br 0.90 0.01 0.97
Br 0.73 -2.82 2.51
H 2.20 -2.23 0.68
```

Atomic partial charges in e from the Löwdin method, atoms 1 to 5:
1 C -0.48
2 C -0.84
3 N 0.16
4 O -0.32
5 O -0.33



This record from the Open Molecules 2025 dataset describes a structure of composition C2HBr3O. The level of theory is wB97M-V/def2-TZVPD.

Values from the calculation:
E_tot in eV: -214263.2404
2S+1: 1
Total charge: 0

```
7
C2HBr3O (wB97M-V/def2-TZVPD)
C -0.75 0.32 -0.03
C 0.53 -0.35 0.16
O -0.29 -0.13 1.22
Br -0.89 2.16 -0.39
Br 0.73 -2.23 -0.40
Br 2.12 0.61 -0.21
H -1.44 -0.38 -0.34
```

Atomic partial charges in e from the Löwdin method, atoms 1 to 5:
1 C -0.81
2 C -1.32
3 O -0.08
4 Br 0.77
5 Br 0.67



This record from the Open Molecules 2025 dataset describes a cluster of 2 separate species, C2HBrClF in total. The level of theory is wB97M-V/def2-TZVPD.

Values from the calculation:
E_tot in eV: -87369.7729
SMILES: ClC#CBr.F
2S+1: 1
Total charge: 0

```
6
C2HBrClF (wB97M-V/def2-TZVPD)
Cl -2.41 -2.02 -0.47
C -1.05 -1.52 0.39
C -0.16 -0.93 0.97
Br 1.32 -0.59 1.96
F -1.40 0.03 -2.05
H -1.09 -0.08 -2.93
```

Atomic partial charges in e from the Löwdin method, atoms 1 to 5:
1 Cl 0.67
2 C -0.67
3 C -0.72
4 Br 0.74
5 F -0.12



This record from the Open Molecules 2025 dataset describes a structure of composition C2HBrClIO. The level of theory is wB97M-V/def2-TZVPD.

Values from the calculation:
E_tot in eV: -94799.4417
2S+1: 1
Total charge: 0

```
7
C2HBrClIO (wB97M-V/def2-TZVPD)
C 0.72 1.34 -0.81
C -0.21 -1.01 0.71
O 1.15 2.40 -0.57
Cl 0.07 0.84 -2.28
Br -1.70 -1.11 -0.33
I -0.47 -0.57 2.72
H 0.44 -1.89 0.55
```

Atomic partial charges in e from the Löwdin method, atoms 1 to 5:
1 C -0.69
2 C -1.28
3 O 0.03
4 Cl 0.64
5 Br 0.59



This record from the Open Molecules 2025 dataset describes a structure of composition C2HBrClNO2. The level of theory is wB97M-V/def2-TZVPD.

Values from the calculation:
E_tot in eV: -90236.3694
2S+1: 1
Total charge: 0

```
8
C2HBrClNO2 (wB97M-V/def2-TZVPD)
C 0.03 0.78 0.00
C -2.13 -0.20 0.03
N -1.43 0.91 0.14
O -1.91 2.06 -0.01
O 0.79 1.62 0.22
Cl -1.50 -1.85 0.13
Br -3.89 0.18 0.05
H 0.33 -0.27 -0.40
```

Atomic partial charges in e from the Löwdin method, atoms 1 to 5:
1 C -0.26
2 C -1.12
3 N -0.35
4 O -0.10
5 O 0.18



This record from the Open Molecules 2025 dataset describes a cluster of 2 separate species, C2HBrF2O in total. The level of theory is wB97M-V/def2-TZVPD.

Values from the calculation:
E_tot in eV: -79610.5837
2S+1: 1
Total charge: 0

```
7
C2HBrF2O (wB97M-V/def2-TZVPD)
C 1.74 0.29 0.35
C -1.13 -0.33 -0.44
O 2.29 -0.70 0.34
F -1.35 -1.00 0.79
F -1.65 -0.99 -1.49
Br -1.84 1.47 -0.27
H 1.95 1.27 0.72
```

Atomic partial charges in e from the Löwdin method, atoms 1 to 5:
1 C -0.07
2 C -0.69
3 O 0.10
4 F -0.08
5 F 0.01



- Among the records above, which one has the lowest total charge?
  C2HBr2NO3P



- Which of these has the highest 2S+1?
  C2HAgF6NO5S2